[1]
C22H38N2O3ReSSbSe4Si3 | wB97M-V/def2-TZVPD

Values from the calculation:
**Relative energy (zero: lowest compared OMol25 entry of this formula, charge and spin)**: 0.00 kJ/mol
**LUMO (alpha / beta)**: -8.155 / -8.182 eV

Structure (ORCA input):
```
! wB97M-V def2-TZVPD RIJCOSX def2/J DEFGRID3
* xyz 2 1
Re 0.64189 0.77453 -0.88424
C -1.46157 -1.92078 -0.85164
O -1.12867 -0.57801 -0.48810
Si -2.35912 0.60941 -0.59015
C -3.57033 0.26951 0.68307
C -3.17905 0.48504 -2.25555
C -0.88766 1.88501 -0.37587
Si -0.67843 2.52982 1.56872
C -1.19344 1.05990 2.63294
C -1.81141 3.97620 1.74658
C 0.98628 2.92359 2.35180
Si -0.94497 3.34454 -1.79096
C -2.76683 3.87893 -1.55828
C -0.78091 2.84829 -3.62368
C 0.20128 4.74371 -1.35453
H -1.32011 -2.49908 0.06811
H -0.86678 -2.39121 -1.60508
H -2.51861 -1.92189 -1.18962
H -4.26034 -0.47013 0.28361
H -4.26936 1.09864 0.81741
H -3.30820 -0.18900 1.63615
H -4.12449 -0.08091 -2.23087
H -2.63513 -0.13195 -3.00895
H -3.38027 1.45987 -2.65689
H -2.28963 1.01773 2.64919
H -0.94956 1.43146 3.64587
H -0.74145 0.06558 2.45508
H -2.79122 3.55305 1.82480
H -1.76636 4.65441 0.84476
H -1.62210 4.64275 2.60879
H 1.62687 2.08200 2.52595
H 0.55566 3.34567 3.31282
H 1.57892 3.74147 1.87669
H -3.45423 3.15036 -1.09952
H -3.18178 4.21631 -2.52732
H -2.71069 4.78380 -0.89279
H -1.34932 1.88351 -3.76650
H 0.24711 2.73827 -3.87719
H -1.18820 3.68323 -4.24532
H 0.37232 4.70071 -0.27169
H -0.39323 5.65512 -1.52429
H 1.17113 4.87342 -1.80996
C -0.48228 -5.95265 3.87176
C 0.39255 -4.87463 3.23233
C -0.26500 -3.64200 3.01986
C 0.41064 -2.61331 2.39052
C 1.73082 -2.80129 1.98084
C 2.44678 -3.97279 2.32481
C 1.77395 -4.98066 3.00906
S 2.43640 -1.33980 1.14141
O 2.08216 -0.25678 1.99865
O 3.84341 -1.60317 0.84391
N 1.63340 -0.96118 -0.22276
C 1.84029 -1.47056 -1.52432
C 2.60366 -2.51635 -2.01580
C 2.63062 -2.70062 -3.35414
C 1.79912 -1.99289 -4.21561
C 1.08409 -0.95835 -3.66903
N 1.06560 -0.72010 -2.32931
H -0.22012 -6.93858 3.45099
H -1.51453 -5.76938 3.59834
H -0.32136 -5.94171 4.93349
H -1.34884 -3.58981 3.21809
H -0.09620 -1.75698 2.06396
H 3.48666 -4.09775 1.97665
H 2.28681 -5.87937 3.26079
H 3.20397 -3.14897 -1.37071
H 3.19070 -3.55255 -3.69000
H 1.75981 -2.23624 -5.29009
H 0.46398 -0.34628 -4.28046
Se 4.92332 2.12571 1.10890
Sb 5.73445 0.46833 -0.26106
Se 2.49737 2.18508 -1.07463
Se 4.07106 0.84972 -2.23332
Se 7.35874 -0.93700 -0.94651
*
```

[2]
C22H38O26S5 | wB97M-V/def2-TZVPD

Values from the calculation:
**<S²>**: 0.756
**LUMO (alpha / beta)**: -3.661 / -8.811 eV

Structure (ORCA input):
```
! wB97M-V def2-TZVPD RIJCOSX def2/J DEFGRID3
* xyz 1 2
O 2.67723 5.38191 -3.28777
C 2.72379 4.19617 -3.52324
O 3.77904 3.52042 -4.05496
C 3.78384 2.13210 -3.82553
C 2.36672 1.85632 -3.67390
C 1.64167 3.10668 -3.30707
H 4.32395 1.88915 -2.91046
H 4.14649 1.87780 -4.82148
H 2.14738 1.03558 -2.99098
H 2.08529 1.51127 -4.66881
H 1.00992 3.16362 -2.42065
H 1.04763 3.35935 -4.18534
O -2.57074 0.36638 3.51834
C -2.21408 1.53139 3.91503
O -3.05382 2.61408 3.96430
C -2.47798 3.89141 4.23864
C -1.12202 3.62213 3.90996
C -0.85350 2.13247 4.19795
H -2.65362 4.26521 5.24737
H -2.89706 4.69478 3.63278
H -0.42211 4.25671 4.45358
H -0.78436 3.86229 2.90179
H -0.51845 2.08460 5.23407
H -0.10477 1.71742 3.52324
O 0.25825 -0.96087 3.18878
C 0.04804 -0.69552 1.99580
O 0.05279 0.53298 1.58150
C -0.33057 0.70405 0.16539
C -0.70916 -0.77296 -0.27783
C -0.38584 -1.71962 0.96761
H 0.55361 1.12082 -0.31692
H -1.09056 1.41152 -0.16630
H -0.13373 -1.13601 -1.12940
H -1.76788 -0.70899 -0.52906
H 0.51269 -2.31540 0.80703
H -1.22747 -2.37279 1.19813
C -4.71157 -1.58531 0.21460
C -5.06931 -0.39767 1.15050
O -4.81204 0.81300 0.44755
S -4.47079 0.53231 -1.12090
O -3.32805 1.30165 -1.63756
O -5.65387 0.46898 -1.95509
O -4.01529 -1.07979 -0.87789
H -5.56860 -2.12953 -0.18220
H -3.97342 -2.24802 0.66631
H -4.54477 -0.65376 2.07102
H -6.09065 -0.26925 1.50892
C -1.62438 -0.15638 -7.61616
C -0.60725 1.02061 -7.23044
O -0.78556 1.08004 -5.82014
S -0.64240 -0.45696 -5.19469
O -1.21841 -0.57466 -3.84843
O 0.68357 -0.95566 -5.48113
O -1.78980 -0.80538 -6.38211
H -1.38264 -0.86194 -8.41105
H -2.55076 0.38305 -7.81351
H -0.81405 1.98279 -7.69899
H 0.45774 0.81575 -7.33967
C -4.68313 -5.57226 -1.03599
C -4.04635 -6.87235 -0.38776
O -4.23706 -6.79157 1.01809
S -4.38342 -5.18877 1.57800
O -3.02755 -4.66671 1.86754
O -5.43980 -5.07547 2.55549
O -5.04547 -4.70335 0.10004
H -5.59500 -5.68951 -1.62152
H -3.85245 -5.11042 -1.56962
H -2.99293 -6.89679 -0.66671
H -4.61876 -7.73196 -0.73636
C 2.95504 -1.64366 4.63417
C 3.55753 -0.24202 4.31418
O 4.40622 -0.03724 5.44283
S 5.32668 -1.39729 5.66160
O 5.69919 -1.48781 7.11020
O 6.31485 -1.44466 4.61623
O 4.02398 -2.29068 5.29871
H 2.57232 -2.14290 3.74402
H 2.04189 -1.55608 5.22288
H 2.78990 0.53183 4.31150
H 4.23545 -0.09628 3.47318
C 5.73004 2.32624 -0.33749
C 6.16521 2.28705 1.11240
O 5.01634 1.65597 1.70440
S 4.18491 0.62237 0.72255
O 2.83551 1.05129 0.55655
O 4.50903 -0.77984 0.95043
O 5.14681 1.06643 -0.56624
H 6.41117 2.57411 -1.15157
H 4.96393 3.09184 -0.46012
H 6.67732 3.20577 1.39839
H 7.03049 1.62473 1.13950
*
```

[3]
C22H38O3OsP2S | wB97M-V/def2-TZVPD

Values from the calculation:
**Relative energy (zero: lowest compared OMol25 entry of this formula, charge and spin)**: 5.45 kJ/mol
**<S²>**: 6.053
**LUMO (alpha / beta)**: -6.054 / -8.196 eV

Structure (ORCA input):
```
! wB97M-V def2-TZVPD RIJCOSX def2/J DEFGRID3
* xyz 2 5
P 0.36727 -2.75783 -0.57061
P 0.38746 2.73024 0.58752
C 1.25309 0.37359 -1.07460
C 1.44535 1.87975 -0.67576
H 2.20785 0.02398 -1.53970
H 1.08366 -0.23789 -0.17106
H 2.49258 2.01482 -0.33622
H 1.33021 2.50079 -1.57633
C -1.18415 2.92892 -0.27490
H -1.91314 3.34333 0.42523
H -1.55355 1.96237 -0.65222
H -1.07132 3.60696 -1.13244
C 1.01323 4.15070 1.44501
H 1.18858 4.97037 0.74261
H 1.95565 3.92204 1.96036
H 0.25791 4.46726 2.17993
C -0.80294 -4.16176 -0.71792
H -0.52219 -5.00506 -0.06626
H -0.82795 -4.48874 -1.76388
H -1.80897 -3.80628 -0.45826
C 2.00929 -3.57687 -0.75461
H 2.81133 -2.88489 -0.46193
H 2.13648 -3.77656 -1.82920
H 2.09245 -4.51897 -0.19025
Os 0.31851 -0.57692 -2.82308
C 0.44065 0.82346 -4.14444
C -0.92672 0.70465 -3.60936
C -2.03569 0.06508 -4.40760
C -1.82903 -1.44509 -4.61218
C -0.67934 -2.01540 -3.79694
C 0.70382 -1.93447 -4.22986
C 1.10097 -1.23886 -5.51933
C 0.85616 0.28428 -5.49502
C 0.15151 -2.29369 1.19368
H 0.91999 1.76876 -3.87300
H -1.21739 1.58128 -3.02034
H -2.15110 0.58861 -5.36361
H -2.98748 0.23887 -3.88535
H -2.75074 -1.96666 -4.31065
H -1.71715 -1.67539 -5.67877
H -0.93828 -2.91894 -3.23027
H 1.34515 -2.78069 -3.94964
H 0.59328 -1.69716 -6.38013
H 2.17348 -1.42234 -5.67727
H 1.79757 0.79500 -5.73436
H 0.15659 0.59152 -6.28011
H 0.73439 -1.39587 1.42940
H 0.44461 -3.11575 1.86892
H -0.89970 -2.02141 1.35882
C 0.31190 0.55993 8.22873
C -0.05747 0.75773 6.78780
C -0.57505 -0.31409 6.04803
C -0.96479 -0.13918 4.71988
C -0.80186 1.11235 4.12684
C -0.25485 2.18303 4.83433
C 0.12289 1.99645 6.16106
S -1.39798 1.41880 2.50503
O -1.99058 0.25953 1.88205
O -2.05863 2.70688 2.48325
O 0.12393 1.61674 1.74251
H -0.53038 0.16903 8.81114
H 1.13116 -0.16122 8.32780
H 0.63074 1.50271 8.68161
H -0.67931 -1.28874 6.51583
H -1.38881 -0.96222 4.14767
H -0.13076 3.15395 4.35586
H 0.55758 2.82520 6.71658
*
```

[4]
C22H39AsBeN10O3S | wB97M-V/def2-TZVPD

Values from the calculation:
**Relative energy (zero: lowest compared OMol25 entry of this formula, charge and spin)**: 94.10 kJ/mol
**LUMO**: -5.323 eV

Structure (ORCA input):
```
! wB97M-V def2-TZVPD RIJCOSX def2/J DEFGRID3
* xyz 2 1
Be 1.28365 0.20988 -0.38078
N 3.90665 0.36658 -1.35178
N 3.90915 1.72068 -1.66488
C 2.84335 2.49408 -1.44308
N 2.97225 3.79548 -1.65108
N 1.72645 1.90088 -0.97568
N 0.62295 2.64188 -0.73938
O 0.49685 3.74638 -1.20868
O -0.20545 2.11048 -0.04658
H 4.65185 0.14228 -0.69548
H 4.01265 -0.20702 -2.18538
H 4.75965 2.17508 -1.99938
H 3.84325 4.19338 -1.96548
H 2.14035 4.38458 -1.60268
C -1.95645 -0.10552 0.60022
C -1.47245 -0.35412 -0.76848
N -0.23045 -0.13862 -1.19368
C -0.21425 -0.42262 -2.53378
C -1.45445 -0.82502 -2.91168
N -2.23915 -0.78012 -1.79118
C -3.62945 -1.22502 -1.73208
N -4.47985 -0.30612 -1.06258
N -4.79065 -0.47232 0.25382
N -5.55335 0.44318 0.64492
C -5.82955 1.28778 -0.39198
C -6.64175 2.41858 -0.48278
C -6.73585 3.01938 -1.71698
C -6.04085 2.53268 -2.83198
C -5.21545 1.43148 -2.76158
C -5.12715 0.80918 -1.52698
H -1.10515 -0.02692 1.27072
H -2.66065 -0.86752 0.93512
H -2.47935 0.85288 0.63262
H 0.67715 -0.31272 -3.11738
H -1.82915 -1.14462 -3.86088
H -3.67695 -2.17592 -1.18458
H -3.96865 -1.38152 -2.76178
H -7.17455 2.78748 0.37882
H -7.37505 3.87988 -1.84298
H -6.16155 3.03508 -3.77808
H -4.68835 1.06968 -3.63048
O 2.00115 -1.28712 -0.60308
S 1.57865 -2.64152 -0.02918
C 0.57125 -3.49762 -1.32218
C 1.46595 -4.48782 -2.05518
C 2.46435 -4.99312 -1.02128
C 3.01475 -3.74592 -0.34948
H 0.13325 -2.74412 -1.97138
H -0.21295 -4.01722 -0.77348
H 1.99465 -3.98942 -2.86918
H 0.87705 -5.30272 -2.47668
H 3.26735 -5.56892 -1.48188
H 1.95935 -5.63042 -0.29348
H 3.67395 -3.19142 -1.01378
H 3.52065 -3.95732 0.58882
C 4.12885 -0.62372 2.18322
C 3.37525 0.66618 2.48102
As 1.47755 0.54538 1.94322
C 0.85635 2.29148 2.66432
C 1.01175 2.62568 4.14622
C 0.78835 -0.96002 3.04452
C 0.33895 -0.62022 4.45972
H 5.20535 -0.49242 2.28492
H 3.90555 -0.97112 1.17142
H 3.82775 -1.39342 2.89152
H 3.80165 1.50458 1.91672
H 3.46025 0.91338 3.54242
H -0.18615 2.42418 2.36832
H 1.45015 3.01088 2.08332
H 0.18685 2.22748 4.72902
H 1.00085 3.70798 4.26932
H 1.94815 2.25908 4.56342
H 1.58525 -1.71002 3.06782
H -0.04285 -1.41782 2.49582
H 1.12775 -0.11762 5.01612
H 0.07785 -1.53172 4.99292
H -0.54535 0.01368 4.43202
*
```

[5]
C22H39BClIN3O3PS4 | wB97M-V/def2-TZVPD

Values from the calculation:
**Relative energy (zero: lowest compared OMol25 entry of this formula, charge and spin)**: 28.50 kJ/mol
**LUMO**: -0.827 eV
**SMILES**: CCSC[C@@]1(CCCCN)O[C@@](I)(CCCSC(=S)n2ccnc2)[C@@H]([PH2]=S)[C@]1(B(O)OC)[C@@H](Cl)CC

Structure (ORCA input):
```
! wB97M-V def2-TZVPD RIJCOSX def2/J DEFGRID3
* xyz 0 1
C 1.55518 0.60142 2.82359
C 0.72519 -0.66900 2.95703
S -1.08171 -0.49757 2.79756
C -1.38484 0.94360 1.74294
C -1.15668 0.77350 0.23621
C -0.89710 2.20906 -0.33272
C 0.52233 2.71941 -0.16219
C 0.60098 4.17894 -0.63623
C 1.99855 4.76432 -0.54246
N 2.29403 5.18714 0.83237
O 0.05800 0.03919 0.09891
C 0.10473 -0.79667 -1.02418
I 1.62632 -0.20635 -2.47578
C 0.35552 -2.18412 -0.43100
C 0.92932 -3.29807 -1.31892
C 2.45950 -3.35707 -1.15227
S 2.89388 -4.49937 0.18347
C 4.48047 -3.97096 0.68413
S 5.51091 -4.91701 1.47089
N 4.76855 -2.60672 0.38418
C 4.27156 -1.53853 1.08686
C 4.75463 -0.43753 0.42545
N 5.51777 -0.80613 -0.64210
C 5.51352 -2.11429 -0.64622
C -1.25965 -0.52374 -1.71742
P -1.84209 -1.63615 -3.05933
S -2.41673 -0.60347 -4.62904
C -2.21581 -0.01439 -0.59234
B -3.00797 -1.19684 0.18398
O -3.92453 -0.92461 1.16721
O -2.78824 -2.51762 -0.11667
C -2.71756 -3.44066 0.97447
C -3.34459 0.81910 -1.27388
Cl -4.62041 -0.32906 -1.83579
C -3.97650 1.95188 -0.42129
C -5.49364 1.97295 -0.26833
H 2.43676 0.50161 3.45873
H 1.91158 0.74704 1.80754
H 1.02069 1.48125 3.17266
H 1.04534 -1.44700 2.27119
H 0.86119 -1.06407 3.96259
H -0.74116 1.74848 2.09163
H -2.39759 1.25540 1.97425
H -1.19343 2.27689 -1.38119
H -1.56029 2.89454 0.19673
H 1.23776 2.16006 -0.75839
H 0.80302 2.69560 0.89258
H 0.28588 4.18003 -1.68536
H -0.12555 4.79670 -0.10810
H 2.72482 4.05358 -0.94933
H 2.02195 5.66440 -1.15560
H 3.12339 5.76435 0.83520
H 2.45950 4.39356 1.43640
H -0.56648 -2.48086 0.05540
H 1.08974 -2.02358 0.35906
H 0.73254 -3.15266 -2.37402
H 0.50455 -4.25051 -1.00086
H 2.80442 -2.35443 -0.92590
H 2.96508 -3.67447 -2.06147
H 3.65048 -1.62553 1.95892
H 4.55074 0.58387 0.69735
H 6.00123 -2.75995 -1.35453
H -1.07298 0.36891 -2.31503
H -2.83535 -2.49366 -2.58491
H -0.75560 -2.43083 -3.43511
H -3.84686 -0.03499 1.51634
H -3.67163 -3.94962 1.09178
H -1.92951 -4.16242 0.77181
H -2.48716 -2.93925 1.91206
H -2.97879 1.25518 -2.19870
H -3.54447 2.00316 0.57240
H -3.70244 2.88552 -0.91180
H -6.01000 2.11705 -1.21234
H -5.74398 2.83832 0.34962
H -5.88026 1.10378 0.25734
*
```

[6]
C22H39MnN3O2SSbSi3 | wB97M-V/def2-TZVPD

Values from the calculation:
**Relative energy (zero: lowest compared OMol25 entry of this formula, charge and spin)**: 0.00 kJ/mol
**<S²>**: 8.756
**LUMO (alpha / beta)**: 2.539 / 2.535 eV

Structure (ORCA input):
```
! wB97M-V def2-TZVPD RIJCOSX def2/J DEFGRID3
* xyz -1 6
Mn -2.01516 0.06184 1.61374
C -2.74942 -4.30596 1.69126
C -2.05017 -2.99904 2.00303
O -2.52755 -1.97693 1.40432
C -0.96003 -3.01771 2.85610
C -0.11008 -1.91561 3.18194
C 1.14532 -2.21778 3.96091
N -0.37532 -0.69536 2.81145
N 0.62914 0.24026 3.05938
C 0.30204 1.42345 2.61115
O -0.80589 1.74444 2.04041
C 1.36668 2.46723 2.66830
C 2.65572 2.17724 3.11072
C 3.63827 3.15470 3.10371
C 3.34978 4.43704 2.65101
C 2.06739 4.73156 2.20883
C 1.08410 3.75164 2.21441
H -3.82650 -4.14035 1.67917
H -2.50293 -5.08814 2.40866
H -2.45496 -4.64551 0.69433
H -0.68688 -3.97525 3.27971
H 1.10841 -3.22932 4.36348
H 1.28020 -1.49591 4.76442
H 2.01808 -2.13131 3.31121
H 2.86564 1.17369 3.45698
H 4.63770 2.91669 3.44857
H 4.12053 5.19800 2.64070
H 1.83303 5.72793 1.85368
H 0.08183 3.95709 1.86227
C -0.14051 -3.60778 -1.31625
Si -1.02840 -2.21281 -2.20422
C -2.87775 -2.46100 -2.11970
C -0.48433 -2.17966 -4.00402
Sb -0.48794 -0.10637 -0.89396
Si -1.14257 1.85637 -2.36089
C -0.12097 2.02907 -3.92966
C -2.94823 1.62910 -2.79624
C -0.92001 3.37217 -1.28750
Si 2.05625 -0.03393 -0.92522
C 2.65480 -1.02600 0.53810
C 2.61694 1.74788 -0.78827
C 2.75844 -0.76562 -2.50953
H -0.44179 -4.57954 -1.71824
H -0.37315 -3.58928 -0.24786
H 0.94291 -3.51829 -1.42763
H -3.15848 -3.41969 -2.56687
H -3.40959 -1.66929 -2.65189
H -3.20262 -2.44616 -1.07653
H -0.73104 -3.13249 -4.48270
H 0.59147 -2.01818 -4.09861
H -0.99577 -1.38614 -4.55460
H -0.24072 1.15796 -4.57843
H 0.94184 2.13288 -3.69889
H -0.43376 2.91657 -4.48797
H -3.10151 0.74161 -3.41538
H -3.32292 2.49524 -3.34905
H -3.55154 1.52026 -1.89138
H 0.13436 3.56130 -1.07192
H -1.43314 3.23225 -0.33286
H -1.33506 4.25593 -1.78138
H 2.28472 -0.57411 1.46246
H 3.74861 -1.04925 0.57011
H 2.28846 -2.05508 0.49143
H 2.15432 2.24767 0.06574
H 2.37094 2.31037 -1.69246
H 3.70126 1.78712 -0.64797
H 2.51608 -1.82777 -2.59189
H 3.84841 -0.66768 -2.51397
H 2.36679 -0.26002 -3.39501
S -6.41270 1.95995 0.83088
C -4.93398 1.36689 1.13992
N -3.86710 0.93697 1.35648
*
```